Record 1
Molecular formula: C34H42BN9ReS
Method: DFT, ωB97M-V/def2-TZVPD

Output
Kohn-Sham gap (spin up / spin down) ... 6.1023 / 6.2159 eV
Relative energy (zero: lowest compared OMol25 entry of this formula, charge and spin) ... 0.0 kJ/mol
Lowest unoccupied orbital energy (spin up / spin down) ... -0.066 / -0.142 eV
Spin multiplicity ... 2
<S²> ... 0.7944

Geometry as XYZ:
```
88
Properties=species:S:1:pos:R:3:forces:R:3:mulliken_spin:R:1
Re 0.641229 0.621723 -1.137998 -1.54 0.20 -0.03 0.983
C 0.875682 -2.655498 1.787263 -0.07 -0.06 -0.23 -0.011
C 0.627173 -1.920207 0.612461 -0.18 -0.16 0.10 0.014
N 0.670831 -0.610247 0.576587 0.45 -0.01 0.20 0.039
C 0.964580 0.095941 1.720633 -0.02 0.10 -0.16 0.024
C 1.177682 -0.567172 2.940173 -0.03 0.07 0.05 -0.003
C 1.144868 -1.980612 2.935032 0.04 0.03 0.18 0.005
C 1.451203 0.187868 4.109787 -0.01 -0.22 -0.07 0.020
C 1.556907 1.537565 4.005653 -0.02 0.29 -0.16 -0.006
C 1.410194 2.211970 2.767926 0.09 -0.09 0.33 0.024
C 1.113443 1.533185 1.604679 -0.09 -0.11 -0.23 -0.024
N 0.987580 2.020464 0.312823 0.06 -0.05 0.07 -0.039
C 1.235395 3.301065 -0.138275 -0.03 -0.11 -0.05 -0.055
C 1.304762 4.482323 0.577916 0.05 0.25 -0.10 0.043
C 1.649713 5.706011 -0.044535 -0.09 -0.16 0.25 -0.016
C 1.912374 5.787871 -1.376058 0.04 -0.04 -0.17 0.036
C 1.770726 4.624932 -2.173798 -0.02 0.06 0.03 -0.017
C 1.953770 4.633597 -3.575202 0.03 0.15 0.03 0.032
C 1.746375 3.499307 -4.297140 -0.06 -0.21 -0.08 -0.020
C 1.342446 2.329943 -3.628178 -0.03 0.07 -0.23 0.042
N 1.168046 2.283879 -2.327438 0.43 0.12 0.18 -0.022
C 1.405641 3.410104 -1.570663 -0.07 -0.10 0.07 0.056
H 0.857992 -3.736884 1.750726 -0.02 0.02 -0.01 0.000
H 0.383889 -2.411283 -0.319670 0.07 -0.02 0.02 -0.002
H 1.365437 -2.512045 3.855575 -0.05 0.03 -0.02 -0.001
H 1.584651 -0.320076 5.057937 0.01 0.00 -0.05 0.001
H 1.768416 2.127023 4.889654 0.03 0.02 -0.04 0.000
H 1.578762 3.270656 2.764729 -0.01 0.06 0.03 0.005
H 1.048778 4.506225 1.620521 0.02 0.03 0.04 0.011
H 1.701369 6.599113 0.567226 0.00 -0.05 0.01 -0.001
H 2.197934 6.723702 -1.840548 -0.02 -0.04 0.00 0.001
H 2.255364 5.554932 -4.060814 -0.02 -0.02 0.02 0.001
H 1.877545 3.478836 -5.370621 -0.01 -0.01 0.03 0.000
H 1.138175 1.411923 -4.165192 0.06 0.01 -0.01 0.005
B 2.648542 -2.325511 -2.135410 -0.10 -0.02 0.11 0.006
N 3.282279 -1.170267 -1.278803 0.00 0.04 -0.15 -0.013
C 4.463454 -1.300701 -0.666900 0.02 -0.03 -0.04 0.000
C 4.799565 -0.097826 -0.069600 -0.02 0.02 0.03 -0.002
C 3.731098 0.738528 -0.374983 0.05 0.00 -0.12 -0.007
N 2.819947 0.086098 -1.108847 0.26 -0.13 0.13 0.034
N 1.392645 -1.876569 -2.965513 0.18 0.05 -0.03 -0.003
C 1.018892 -2.544304 -4.068944 0.05 0.03 0.05 0.008
C -0.102584 -1.943347 -4.601418 -0.05 0.06 0.03 0.002
C -0.348599 -0.871355 -3.745594 -0.03 0.01 -0.10 0.006
N 0.549569 -0.840283 -2.756004 0.05 -0.16 -0.03 0.019
H 3.477842 -2.672610 -2.948078 -0.06 -0.04 0.09 0.000
H 2.351252 -3.246162 -1.392250 -0.01 0.14 -0.04 0.001
H 4.993317 -2.239795 -0.710054 -0.02 0.06 -0.02 0.000
H 5.682885 0.133333 0.500863 -0.03 -0.01 -0.03 0.000
H 3.570026 1.770408 -0.104066 -0.02 -0.04 0.01 0.003
H 1.586170 -3.398283 -4.402042 0.00 0.05 0.03 0.001
H -0.653410 -2.232754 -5.479712 0.01 0.02 0.03 0.000
H -1.120015 -0.119901 -3.784521 0.02 -0.03 -0.01 -0.002
C -2.186452 2.463445 0.457212 0.02 -0.03 0.05 -0.016
C -2.342733 1.884656 -0.952619 0.06 -0.07 -0.05 -0.036
C -2.194931 3.015208 -1.983259 0.02 0.01 0.01 -0.023
C -3.753716 1.298622 -1.081492 -0.02 -0.04 0.00 -0.006
C -1.290753 0.814317 -1.250811 0.65 0.03 -0.02 -0.170
H -3.011647 3.151888 0.665123 0.02 -0.02 0.01 -0.001
H -1.250838 3.010536 0.569568 -0.04 -0.02 -0.01 0.004
H -2.208175 1.664124 1.204442 0.00 0.03 -0.04 0.007
H -2.886622 3.830493 -1.745924 0.01 -0.04 -0.03 0.000
H -2.423619 2.658570 -2.992178 0.03 0.01 0.04 0.000
H -1.180854 3.417450 -1.985535 -0.05 0.02 0.02 0.004
H -4.511047 2.067433 -0.898372 0.02 -0.02 -0.02 -0.001
H -3.907530 0.491734 -0.361743 0.00 0.03 -0.01 0.002
H -3.915155 0.892849 -2.085060 0.01 0.02 0.05 0.002
H -1.778127 -0.077674 -1.674135 -0.01 0.00 0.03 0.052
C -2.301236 -4.769285 0.166295 -0.02 0.05 0.04 0.000
N -2.510675 -4.366529 1.551638 -0.06 0.01 -0.02 0.000
C -3.660171 -5.069200 2.129247 0.05 0.02 -0.02 0.000
C -2.487964 -2.991393 1.819422 0.03 -0.03 0.07 0.000
S -2.692463 -1.842878 0.626645 0.00 -0.13 0.08 0.001
N -2.280915 -2.686356 3.121657 0.03 0.08 0.05 -0.001
C -1.827537 -3.641504 4.123434 -0.04 0.07 -0.11 0.000
C -2.407569 -1.319113 3.606643 0.05 -0.04 -0.03 0.000
H -2.172285 -5.852349 0.155050 0.00 0.01 -0.01 0.000
H -1.405354 -4.300106 -0.232842 -0.01 0.01 0.02 0.000
H -3.142446 -4.495018 -0.477995 0.00 0.00 0.00 0.000
H -4.579224 -4.818603 1.585243 0.01 -0.01 -0.01 0.000
H -3.802223 -4.812068 3.174593 0.01 0.02 0.01 0.000
H -3.496016 -6.144057 2.058703 0.02 0.00 0.01 0.000
H -1.535822 -4.572527 3.651707 0.01 -0.04 -0.04 0.000
H -2.602668 -3.838387 4.868709 -0.02 -0.01 0.00 0.000
H -0.962796 -3.222524 4.641838 -0.02 0.02 0.00 0.000
H -2.225845 -0.617763 2.798150 0.01 -0.01 -0.01 0.000
H -1.670636 -1.161180 4.394231 -0.01 0.02 0.00 0.000
H -3.405762 -1.137640 4.013121 -0.01 -0.01 0.00 0.000
```
Positions in Å, forces in eV/Å.

=====

Record 2
Molecular formula: C26H19BrMnN3O3S
Method: DFT, ωB97M-V/def2-TZVPD

Output
Kohn-Sham gap (spin up / spin down) ... 6.6965 / 7.7074 eV
Lowest unoccupied orbital energy (spin up / spin down) ... 2.669 / 2.668 eV
Spin multiplicity ... 6
<S²> ... 8.7561
Total charge ... -1

Geometry as XYZ:
```
54
Properties=species:S:1:pos:R:3:forces:R:3:nbo_charge:R:1
Mn -1.889837 -0.539724 0.343453 -0.88 -0.95 0.08 1.453
O -3.965494 -0.609597 0.896964 -0.57 -0.04 0.10 -0.667
N -4.611333 -1.731081 1.138393 -0.07 -0.37 -0.05 0.019
C -5.957251 -1.768876 0.982867 0.30 0.11 0.09 0.020
C -6.674283 -2.905206 1.243898 -0.09 -0.27 0.13 -0.295
C -6.002444 -4.063783 1.648529 0.56 0.26 -0.01 -0.190
C -4.624788 -4.031798 1.752680 -1.11 -0.30 0.06 -0.240
C -3.912050 -2.863338 1.502837 0.84 0.80 -0.05 0.019
S -2.215155 -2.767672 1.624266 -0.01 -0.09 0.05 -0.327
H -6.400196 -0.842841 0.652195 0.08 0.07 0.02 0.225
H -7.749761 -2.898089 1.151265 -0.03 0.10 -0.09 0.216
H -6.545424 -4.965972 1.882487 -0.08 -0.10 -0.04 0.209
H -4.063172 -4.905296 2.042196 0.07 -0.02 0.02 0.230
O 0.715236 -3.017878 -1.961562 -0.12 -0.25 -0.30 -0.630
C 0.917322 -2.147678 -1.150482 0.15 -0.07 0.00 0.788
N 2.181517 -1.704273 -0.798196 0.57 0.00 0.20 -0.645
C 2.111514 -0.506859 -0.002817 0.10 0.18 -0.05 -0.041
C 0.608056 -0.526355 0.312240 0.35 -0.25 -0.22 0.663
O 0.006880 0.250968 1.086921 0.17 -0.14 0.17 -0.739
N -0.007760 -1.448111 -0.409558 -0.18 0.22 0.30 -0.723
C 3.029987 -0.496995 1.200480 -0.02 -0.11 0.25 -0.009
C 4.205666 -1.235925 1.217196 -0.17 0.05 -0.08 -0.206
C 5.111047 -1.088677 2.252714 0.15 -0.02 0.00 -0.213
C 4.853225 -0.209744 3.288698 0.06 -0.04 0.09 -0.226
C 3.661389 0.492880 3.301044 0.04 0.06 0.06 -0.223
C 2.757145 0.351269 2.266328 -0.04 0.04 0.05 -0.150
C 2.435775 0.756856 -0.799644 -0.06 0.22 -0.25 -0.018
C 3.333709 0.715954 -1.859327 -0.04 -0.07 0.09 -0.160
C 3.663724 1.867148 -2.552040 0.08 0.05 -0.11 -0.230
C 3.093424 3.079204 -2.204822 -0.02 0.07 0.02 -0.221
C 2.186359 3.125106 -1.159036 0.04 0.11 -0.02 -0.195
C 1.866723 1.977561 -0.457133 -0.02 0.00 0.04 -0.205
H 2.953031 -1.891690 -1.413956 -0.15 -0.05 -0.06 0.396
H 4.416988 -1.932061 0.421682 0.02 -0.09 -0.14 0.209
H 6.032059 -1.651981 2.237120 0.10 -0.09 0.02 0.203
H 5.571363 -0.077951 4.084241 0.07 -0.02 0.09 0.203
H 3.440276 1.167852 4.114456 -0.04 0.05 0.09 0.206
H 1.824539 0.889889 2.287177 -0.08 0.10 -0.03 0.236
H 3.789471 -0.215739 -2.161203 0.04 -0.07 -0.02 0.189
H 4.367511 1.812316 -3.371152 0.04 0.00 -0.05 0.204
H 3.350321 3.980315 -2.743638 -0.01 0.04 -0.06 0.207
H 1.713236 4.059297 -0.891509 -0.04 0.06 0.01 0.215
H 1.148623 2.024710 0.346955 -0.05 0.01 0.01 0.245
Br -1.466010 5.057281 -3.272153 0.03 -0.13 0.14 -0.031
C -1.714641 3.362590 -2.393904 0.03 0.26 -0.09 -0.069
C -0.977052 2.275100 -2.811620 0.02 0.01 -0.33 -0.295
C -1.212828 1.043598 -2.219202 -0.23 0.02 0.13 -0.156
C -2.144044 0.857246 -1.184372 0.17 0.62 -0.04 -0.540
C -2.845955 2.012757 -0.791818 0.01 -0.23 -0.27 -0.244
C -2.650550 3.253088 -1.386327 -0.20 0.20 -0.01 -0.277
H -0.240637 2.383067 -3.597595 0.01 0.02 -0.04 0.213
H -0.646518 0.197985 -2.592108 0.13 -0.08 0.07 0.191
H -3.600297 1.934444 -0.011166 0.07 0.05 0.02 0.199
H -3.228637 4.116710 -1.082943 0.01 0.04 0.02 0.207
```
Positions in Å, forces in eV/Å.

=====

Record 3
Molecular formula: C19H25FN2O11S
Method: DFT, ωB97M-V/def2-TZVPD

Output
Kohn-Sham gap ... 7.0426 eV
Lowest unoccupied orbital energy ... -1.736 eV
SMILES string ... CCOCN(CCCCN)S(=O)(=O)F.O=C1C=C(O)C(=O)C=C1O.O=C1C=C(O)C(=O)C=C1O

Geometry as XYZ:
```
59
Properties=species:S:1:pos:R:3:forces:R:3:nbo_charge:R:1
C -4.299954 4.560655 0.132600 0.45 -1.11 -0.73 -0.638
C -3.986184 3.006605 0.020901 -0.08 1.44 -0.55 -0.071
O -3.199274 2.605364 1.149116 -1.54 -1.06 0.19 -0.533
C -3.459292 1.252707 1.525639 -0.04 1.68 0.09 0.081
N -2.437824 0.404327 0.867727 -1.03 -2.02 -0.30 -0.667
C -1.589624 -0.376915 1.807414 2.70 -0.01 0.30 -0.251
C -0.121030 0.202354 1.686444 -0.64 0.69 -0.32 -0.401
C 0.571595 -0.156608 0.329097 0.63 -0.26 0.81 -0.430
C 0.509328 -1.660567 -0.082459 -0.75 0.01 -0.43 -0.221
N 1.095962 -1.807706 -1.432761 0.04 0.01 0.21 -0.856
S -3.089402 -0.539678 -0.373487 -4.54 -1.42 -1.27 2.419
O -3.430366 -1.919906 0.015220 2.24 2.39 -0.49 -0.875
O -4.261468 0.104520 -1.018594 3.47 -0.29 1.41 -0.892
F -1.924131 -0.577548 -1.532362 -1.16 0.20 1.86 -0.478
H -5.402407 4.694397 0.093774 0.80 0.18 0.13 0.210
H -3.832432 5.023640 -0.767052 -0.46 0.12 0.85 0.211
H -3.868262 4.973643 1.067477 -0.32 -0.22 -0.65 0.227
H -3.404069 2.780270 -0.905930 -0.51 0.19 0.59 0.175
H -4.965758 2.491951 -0.063183 0.76 -0.13 0.34 0.180
H -3.364929 1.251628 2.633808 0.47 -0.47 -0.83 0.204
H -4.506557 0.951485 1.303988 0.74 0.15 -0.20 0.204
H -1.869445 -0.269481 2.873736 -0.51 0.14 -0.79 0.211
H -1.549271 -1.464328 1.589867 -0.44 0.74 -0.04 0.235
H -0.239114 1.316776 1.715628 0.09 -0.78 -0.03 0.207
H 0.488720 -0.040046 2.578122 -0.45 -0.19 -0.71 0.227
H 1.657436 0.094536 0.439600 -0.76 -0.13 -0.13 0.218
H 0.203809 0.516979 -0.478739 0.02 -0.73 0.51 0.220
H -0.544991 -2.048029 -0.133817 0.68 0.52 0.31 0.156
H 1.021363 -2.332264 0.643752 -0.16 0.74 -0.48 0.196
H 0.582614 -2.515560 -1.947288 0.18 0.05 0.02 0.351
H 0.997694 -0.935903 -1.950900 0.03 -0.38 0.24 0.376
O 0.821872 0.803334 -2.830896 -0.36 0.18 -0.17 -0.563
C 0.968111 1.396950 -3.883417 0.79 0.11 -0.02 0.473
C 2.274607 1.845359 -4.361639 -0.25 -0.22 0.35 -0.375
C 2.379173 2.507818 -5.516104 0.99 0.03 0.17 0.313
O 3.568059 2.930128 -5.981583 -0.84 -0.07 -0.05 -0.627
C 1.181844 2.815956 -6.352057 -0.80 -0.04 -0.15 0.471
O 1.323647 3.437629 -7.386874 0.37 0.02 0.03 -0.524
C -0.122283 2.346264 -5.884290 0.25 0.20 -0.27 -0.396
C -0.226871 1.680749 -4.731415 -1.03 -0.08 -0.15 0.371
O -1.414392 1.235747 -4.279288 0.92 0.10 0.11 -0.643
H 3.134112 1.618062 -3.746291 -0.01 0.01 -0.01 0.248
H 3.371647 3.378022 -6.823419 0.07 0.07 -0.10 0.505
H -0.979999 2.560174 -6.506633 0.00 -0.01 0.02 0.245
H -1.225925 0.791228 -3.432355 -0.15 -0.06 0.07 0.506
O 1.411562 -1.990918 2.887519 -0.09 -0.34 0.51 -0.556
C 2.202943 -2.673902 3.513990 0.63 0.17 -0.46 0.466
C 3.610068 -2.795186 3.136176 -0.43 0.20 -0.08 -0.375
C 4.435051 -3.569425 3.845435 0.72 0.28 -0.64 0.312
O 5.733925 -3.697520 3.522070 -0.67 -0.18 0.49 -0.626
C 3.959526 -4.334737 5.034965 -0.54 -0.21 0.50 0.471
O 4.741915 -5.041040 5.639557 0.27 0.09 -0.20 -0.522
C 2.556403 -4.194512 5.426507 0.34 -0.15 0.06 -0.393
C 1.733164 -3.418040 4.719140 -0.67 -0.27 0.61 0.369
O 0.438048 -3.268878 5.057467 0.63 0.16 -0.47 -0.645
H 3.942279 -2.237743 2.271027 0.00 -0.03 0.00 0.250
H 6.106241 -4.307452 4.183214 0.13 -0.06 0.02 0.505
H 2.227112 -4.740008 6.299957 -0.01 0.01 -0.02 0.245
H 0.065423 -2.665357 4.391901 -0.12 0.03 -0.04 0.500
```
Positions in Å, forces in eV/Å.